The following is a DFT calculation (ωB97M-V with the def2-TZVPD basis set) of a gas-phase ion, C22H42N2O2PS (charge +1).

Each line ends with the natural charge from an NBO analysis.
CARTESIAN COORDINATES (ANGSTROEM)
C: -1.509 2.682 0.345  -0.621
C: -0.298 2.090 -0.456  -0.396
C: -0.294 0.530 -0.641  -0.458
C: 0.368 -0.328 0.496  0.270
C: -0.633 -1.337 1.233  -0.418
C: -2.075 -0.776 1.475  -0.422
C: -3.197 -1.455 0.558  -0.425
C: -3.902 -0.458 -0.433  -0.211
N: -5.321 -0.208 -0.159  -0.352
C: -6.450 -0.738 -0.739  -0.087
C: -7.543 -0.073 -0.078  -0.291
C: -6.992 0.886 0.905  -0.293
C: -5.567 0.748 0.802  -0.090
O: 0.723 0.619 1.556  -0.553
C: 1.966 0.319 2.169  -0.097
C: 3.160 0.409 1.133  0.117
C: 4.504 0.233 1.914  -0.453
C: 4.769 1.395 2.986  -0.620
C: 3.197 1.851 0.482  -0.105
O: 4.531 2.188 0.039  -0.556
C: 4.362 3.084 -1.083  -0.268
N: 2.920 -0.586 0.009  -0.522
S: 4.124 -1.915 -0.047  0.244
C: 1.567 -1.260 0.053  -0.349
P: 1.327 -2.272 -1.545  0.763
C: 1.943 -1.285 -3.048  -0.940
C: -0.493 -2.543 -1.948  -0.705
C: -0.490 -3.410 -3.290  -0.615
H: -1.430 3.797 0.391  0.227
H: -1.421 2.333 1.407  0.211
H: -2.507 2.457 -0.098  0.210
H: 0.628 2.532 -0.035  0.206
H: -0.384 2.520 -1.495  0.209
H: 0.287 0.348 -1.589  0.207
H: -1.340 0.227 -0.892  0.239
H: -0.171 -1.464 2.253  0.217
H: -0.620 -2.359 0.783  0.211
H: -2.161 0.332 1.473  0.226
H: -2.354 -1.092 2.517  0.229
H: -2.781 -2.357 0.040  0.202
H: -4.004 -1.846 1.234  0.240
H: -3.833 -0.910 -1.460  0.208
H: -3.401 0.541 -0.504  0.203
H: -6.481 -1.498 -1.544  0.229
H: -8.613 -0.231 -0.307  0.230
H: -7.546 1.577 1.560  0.233
H: -4.780 1.294 1.349  0.213
H: 1.984 -0.689 2.681  0.183
H: 2.096 1.059 2.998  0.242
H: 5.411 0.241 1.263  0.257
H: 4.554 -0.717 2.509  0.227
H: 5.173 0.968 3.931  0.236
H: 3.900 2.071 3.128  0.205
H: 5.589 2.041 2.575  0.236
H: 2.861 2.571 1.266  0.217
H: 2.554 1.926 -0.436  0.191
H: 4.109 2.535 -2.025  0.171
H: 3.531 3.820 -0.909  0.183
H: 5.281 3.694 -1.252  0.223
H: 3.099 -0.078 -0.873  0.458
H: 3.693 -2.880 0.825  0.167
H: 1.650 -2.040 0.856  0.246
H: 2.965 -0.870 -2.870  0.225
H: 1.201 -0.517 -3.371  0.232
H: 2.033 -2.034 -3.875  0.272
H: -1.021 -3.175 -1.200  0.244
H: -1.048 -1.611 -2.201  0.223
H: -0.043 -2.839 -4.143  0.209
H: 0.168 -4.306 -3.147  0.221
H: -1.524 -3.760 -3.502  0.237

Calculated values
SMILES string: CCC[C@]1(CCCCn2cccc2)OC[C@](CC)(COC)[N@@H+](S)[C@@H]1P(C)CC
LUMO level (eV): -3.3
Net charge: +1
HOMO-LUMO gap (eV): 6.6